(1)
95
Properties=species:S:1:pos:R:3 method="wB97M-V/def2-TZVPD" homo_lumo_gap_ev=3.1 e_tot_ev=-419640.129 homo_energy_ev=-5.88
C -0.089 -2.019 1.769
C -1.582 -1.753 2.254
C -2.529 -2.344 1.141
C -4.065 -2.314 1.533
C -4.840 -1.058 0.971
C -5.285 -0.008 2.065
C -4.467 1.355 1.989
C -4.565 2.061 0.584
C -3.176 2.735 0.173
C -2.294 1.524 -0.394
C -0.759 1.766 -0.144
C 0.203 1.800 -1.406
C -0.492 2.702 -2.496
Br 0.702 3.966 -3.464
C -1.205 1.830 -3.654
C -0.292 1.564 -4.914
C 1.542 2.378 -0.815
C 2.283 1.165 -0.075
Si 3.536 1.752 1.251
C 2.628 3.065 2.342
C 5.108 2.558 0.546
C 3.890 0.286 2.451
N 2.914 0.371 -1.208
C 3.334 -0.978 -0.734
C 1.901 0.194 -2.221
N 2.282 -0.342 -3.400
N 0.508 0.495 -2.038
S -0.139 -0.911 -1.300
H -0.033 -2.381 0.681
H 0.442 -2.748 2.410
H 0.449 -1.015 1.848
H -1.739 -2.338 3.214
H -1.723 -0.653 2.419
H -2.326 -1.893 0.122
H -2.228 -3.439 1.055
H -4.539 -3.241 1.082
H -4.176 -2.398 2.656
H -5.786 -1.459 0.502
H -4.232 -0.635 0.133
H -6.385 0.202 1.938
H -5.155 -0.436 3.107
H -4.711 2.041 2.841
H -3.386 1.047 2.131
H -4.790 1.333 -0.249
H -5.416 2.787 0.606
H -3.300 3.512 -0.621
H -2.718 3.197 1.088
H -2.596 1.251 -1.433
H -2.592 0.646 0.256
H -0.388 1.087 0.679
H -0.671 2.800 0.305
H -1.317 3.357 -2.097
H -1.661 0.886 -3.264
H -2.063 2.468 -4.020
H -0.337 2.388 -5.678
H -0.735 0.662 -5.439
H 0.759 1.280 -4.669
H 1.366 3.216 -0.084
H 2.274 2.764 -1.563
H 1.570 0.457 0.432
H 2.655 4.065 1.836
H 1.541 2.741 2.338
H 2.991 3.077 3.397
H 5.928 2.432 1.313
H 5.495 2.104 -0.401
H 4.956 3.673 0.462
H 2.893 0.035 2.929
H 4.222 -0.647 1.935
H 4.562 0.607 3.286
H 3.429 -1.706 -1.589
H 2.573 -1.427 -0.032
H 4.349 -0.907 -0.273
H 2.537 0.264 -4.191
H 2.347 -1.353 -3.490
H -1.275 -1.167 -2.072
C 5.651 2.142 -5.295
Br 3.817 2.100 -5.963
Br 5.852 1.297 -3.554
Br 6.920 1.425 -6.582
H 5.904 3.189 -5.158
O 2.078 -3.711 4.229
C 2.642 -4.858 4.160
C 2.186 -5.588 2.711
O 2.730 -6.739 2.648
H 2.393 -5.596 4.938
H 3.743 -4.884 4.150
H 2.452 -4.860 1.927
H 1.083 -5.547 2.704
Li -3.090 -3.678 -0.773
Be -3.810 -2.145 4.294
O -6.293 -3.874 -0.725
H -6.924 -3.646 -0.034
Br 2.142 4.208 -6.272
Cl 0.163 -4.337 0.702
Li -5.746 -3.275 5.250

***

(2)
35
Properties=species:S:1:pos:R:3 method="wB97M-V/def2-TZVPD" homo_lumo_gap_ev="5.7 / 6.5" total_charge=-1 e_above_lowest_ev=1.095 s_squared=6.01 e_tot_ev=-62168.832 homo_energy_ev="-3.13 / -3.91" multiplicity=5
Cr -0.199 -0.418 0.397
S -1.971 -0.297 2.409
O -1.154 0.742 1.782
O -1.722 -0.402 3.814
O -3.402 -0.039 2.309
O -1.611 -1.519 1.691
O 0.835 -1.872 -0.596
H 1.153 -2.764 -0.354
C -2.243 -1.694 -2.869
C -2.540 -1.363 -1.433
O -1.817 -0.201 -1.088
H -2.825 -1.112 -3.583
H -2.435 -2.752 -3.048
H -1.239 -1.488 -3.242
H -2.225 -2.207 -0.820
H -3.593 -1.123 -1.282
H -2.098 0.423 -1.760
C 0.228 3.041 -2.073
C 0.113 2.544 -0.623
O 0.744 1.284 -0.472
H -0.382 3.938 -2.172
H -0.211 2.336 -2.779
H 1.268 3.230 -2.339
H -0.931 2.431 -0.330
H 0.545 3.298 0.035
H 1.681 1.450 -0.598
C 3.470 -1.275 2.369
C 2.810 -0.117 1.660
O 1.435 -0.082 1.958
H 4.533 -1.312 2.132
H 3.022 -2.225 2.076
H 3.368 -1.195 3.452
H 2.910 -0.194 0.577
H 3.190 0.875 1.903
H 1.293 0.062 2.896